The following is a DFT calculation (ωB97M-V with the def2-TZVPD basis set) of 2 unconnected molecules or ions with the total composition C3H10NO at a distorted geometry.

The geometry in XYZ format:
```
15
Properties=species:S:1:pos:R:3:forces:R:3:lowdin_charge:R:1
N -0.852 2.508 -1.558 -1.89 1.95 -1.63 -0.001
H -0.928 3.460 -1.205 0.04 -0.22 0.01 -0.025
H -0.579 2.601 -2.541 0.22 -0.36 0.67 -0.020
H -0.241 1.979 -0.967 1.51 -1.14 0.67 -0.086
C -0.363 0.144 0.461 -0.10 0.81 -0.12 -0.548
O 0.654 0.911 -0.024 -0.08 -0.35 0.35 -0.360
C 0.090 -1.114 1.187 0.39 -0.34 -0.01 -0.302
C 0.935 -1.976 0.250 -0.44 0.89 -1.03 -0.155
H -1.051 -0.222 -0.338 -0.09 -0.07 -0.19 0.079
H -1.064 0.725 1.132 0.22 -0.27 0.06 0.084
H -0.778 -1.676 1.538 -0.19 -0.10 0.13 0.080
H 0.707 -0.856 2.056 -0.09 0.11 0.02 0.090
H 1.335 -2.838 0.721 0.20 -1.13 0.53 0.025
H 1.800 -1.369 -0.053 -0.38 -0.07 -0.27 0.059
H 0.334 -2.278 -0.659 0.68 0.30 0.81 0.080
```
Positions in Å, forces in eV/Å.

Results
- Total charge: -1
- Total energy: -250.28255 Eh
- Spin multiplicity: 1
- ΔE to the lowest compared entry with this formula, charge and spin: 5.5 kcal/mol
- Molecular weight: 76.119 g/mol